No. 1
The following is a DFT calculation (the ωB97M-V functional and the def2-TZVPD basis) of a cluster of 7 separate species, C37H87N5O7 in total in a non-equilibrium geometry.

Calculated values
Energy relative to the best compared isomer or geometry (same formula, charge and spin) (eV): 0.4860
E_tot (Ha): -2262.1887
HOMO level (eV): -8.030
SMILES: CC1(C)CCCC(C)(C)N1O.CC1(C)CCCC(C)(C)N1O.CC1(C)CCCC(C)(C)N1O.COC[C@H](C)N.COC[C@H](C)N.CO.CO

Geometry as ORCA input:
```
! wB97M-V def2-TZVPD RIJCOSX def2/J DEFGRID3
* xyz 0 1
C -4.406 1.663 -5.852
H -3.342 -0.757 -6.243
H 0.948 -3.032 -4.355
O -0.166 3.905 -0.043
C -2.138 2.438 -5.138
H 4.346 -0.366 -0.070
H -3.113 2.776 -7.126
H -7.444 2.530 2.466
O -3.419 -0.379 -2.986
C 1.676 -1.554 5.813
H -2.575 1.196 -6.885
C 0.375 -2.019 3.767
H -0.896 -2.927 1.549
H 1.387 -3.043 -2.663
C -0.194 -2.077 1.476
C 5.048 -1.068 0.385
H -6.047 -0.351 -3.655
H -7.273 1.722 4.612
H 5.169 -1.868 -0.351
H -2.643 0.927 0.790
H -2.023 3.109 0.386
C 3.223 -1.030 -2.655
C -4.886 -1.193 2.413
H 4.272 -0.717 -2.734
H -7.243 1.430 0.277
H 2.783 -1.268 -4.729
N -3.478 0.739 -3.856
C 6.255 0.509 1.908
H -4.699 3.019 4.938
N -0.604 -0.629 5.536
C -5.888 0.537 -4.271
H 0.066 2.968 -0.136
C -6.648 1.092 1.124
H 5.433 1.202 1.711
H -2.429 3.409 -4.735
H -4.775 1.530 0.231
H -2.859 -0.776 0.605
C 6.209 -3.320 2.365
C 1.365 -2.416 -3.559
C -1.373 3.920 0.730
H -1.173 3.796 1.797
C -2.156 1.347 -4.061
H 3.432 1.404 -3.875
H -4.006 0.159 4.442
N 3.695 -2.996 -4.090
H -6.145 1.405 -3.662
H -1.006 -0.343 -3.455
H -0.860 2.571 -2.783
H 0.762 -2.551 1.228
O -3.539 0.888 3.999
H -0.580 -1.515 0.628
O 2.479 0.168 -2.570
H -4.512 -1.981 1.761
N 7.417 -1.454 1.075
H 4.612 -1.493 1.283
H -0.059 0.653 -4.531
H -6.011 3.091 1.574
H 5.244 -2.919 2.697
H 7.934 0.733 -0.357
C -1.809 2.039 -2.720
H -5.294 -0.125 -0.075
H 1.041 -0.072 4.312
O 0.658 1.204 -0.427
H 1.940 2.025 -3.424
H 8.614 -3.850 1.959
H -4.471 3.787 3.442
C 0.668 -0.959 4.827
H 1.176 0.734 -1.086
H 6.026 -3.774 1.388
H -2.227 -0.072 2.099
H -6.087 3.859 4.095
C -4.494 0.488 -4.894
H -7.007 0.229 3.905
H 2.665 -1.645 5.360
H 2.149 0.330 0.791
H 0.704 -1.571 -3.374
H 5.796 0.453 4.090
H -3.396 0.014 -2.105
C 7.073 -1.220 3.472
H 3.493 -3.535 -4.914
C -5.245 0.656 0.688
H -1.118 2.565 -5.506
H 1.332 -2.570 6.041
H 3.013 -1.658 -1.789
H -1.869 4.866 0.518
H 1.973 0.622 -4.538
H 8.005 -0.674 3.647
H 1.749 -1.085 6.792
H 6.426 -4.141 3.046
N -4.325 1.242 2.888
C 7.280 -2.192 2.307
C -1.066 0.296 -4.339
H 6.240 1.274 -0.646
H 6.856 -1.849 4.339
O -0.227 -1.345 2.668
H -2.604 2.651 -2.293
H 8.422 -2.000 -0.450
C -2.990 0.038 1.325
C -4.241 -0.807 -5.625
C -3.006 2.037 -6.328
C -6.444 1.077 4.305
H -5.084 -1.099 -6.256
H -5.974 -1.203 2.439
O 7.634 -2.340 -0.015
C -6.450 2.247 2.112
H -1.407 -0.392 -5.115
H 9.485 -2.402 2.257
C 5.964 -0.193 3.233
C -5.219 3.211 3.994
H 1.635 1.894 1.348
H 0.559 0.556 1.519
H -1.668 1.281 -1.937
H 5.047 -0.766 3.062
C 6.426 -0.438 0.695
H 8.725 -3.190 3.636
C 6.894 0.422 -0.463
H -4.883 2.588 -5.507
C 8.596 -2.955 2.582
H -7.156 0.281 1.650
H 7.188 1.082 1.935
C 1.283 0.995 0.829
H -0.783 0.374 5.471
H -4.048 -1.667 -4.979
C 2.773 -1.903 -3.830
H -5.911 0.752 5.200
H 4.671 -2.783 -3.976
C 2.407 1.067 -3.647
H 6.814 -0.147 -1.398
H -4.525 -1.396 3.422
H -0.292 -2.815 4.108
H -1.337 -0.899 4.873
H -4.998 1.474 -6.758
C -5.570 1.880 3.331
H -6.651 0.572 -5.056
H 1.356 -2.395 3.447
C -4.405 0.172 1.880
*
```

---

No. 2
The following is a DFT calculation (the ωB97M-V functional and the def2-TZVPD basis) of a cluster of 14 separate species, C37H88N18O31PSi in total in a non-equilibrium geometry.

Calculated values
E_tot (Ha): -5409.8771
HOMO level (eV): -11.955

Geometry as ORCA input:
```
! wB97M-V def2-TZVPD RIJCOSX def2/J DEFGRID3
* xyz 1 1
H -3.322 1.434 4.143
C -2.636 -4.927 1.359
H -3.414 4.672 6.383
H -3.339 -1.341 -3.142
H 0.199 -6.029 -4.389
H 1.757 -0.140 -5.635
H -3.016 -5.999 1.307
O -0.637 -1.499 -7.306
C 3.128 -0.675 -1.933
O -2.589 5.043 8.688
H 3.572 4.073 -8.432
H -6.010 -1.591 2.098
O 1.111 -5.199 -1.113
H 1.905 4.140 -9.106
H 0.951 -3.606 -4.406
C -2.818 -0.928 2.099
C -3.466 -0.881 3.558
O 4.065 6.578 3.321
O 2.314 5.700 7.664
H 4.079 3.651 8.714
C -5.733 -2.690 1.952
C -5.240 -1.546 -1.130
H 5.077 1.184 -3.567
C -4.408 -0.799 0.008
H 4.815 0.427 4.082
H 1.223 -7.857 -8.701
H 3.637 -0.299 -5.506
C 2.292 -5.551 -0.368
H -3.222 -1.802 4.213
N -1.372 1.315 -0.244
H 0.082 -0.319 -2.267
C 0.020 -5.421 -3.422
H 3.954 2.437 -4.402
C -2.376 -3.458 -3.066
O -3.679 -4.204 3.447
H -7.549 3.892 5.188
H -1.806 1.099 -2.414
N -1.650 -1.767 -7.933
C -1.277 -3.191 -4.204
H 2.596 -1.563 -4.694
H 3.820 4.240 7.044
H 2.318 -6.473 -8.391
H 2.490 -3.421 0.475
H -6.480 -3.125 1.188
C 2.585 3.611 -8.439
H -1.883 5.349 5.748
N -2.233 0.283 5.536
N -2.613 0.527 1.677
H 3.447 -0.168 -0.952
H 4.035 -4.160 -0.336
N 2.069 5.394 8.825
H 0.305 -3.339 -2.642
H 0.858 -7.030 -2.097
H -4.697 5.915 10.647
H -1.138 4.294 -3.576
P -1.018 -1.597 2.319
O 0.575 -4.939 -8.993
C 1.148 -5.952 -2.381
O -2.422 -0.958 -8.418
N 4.392 -1.922 -8.123
H 5.480 4.176 7.730
H 4.033 -1.306 -2.274
C -0.264 4.904 -3.351
H 3.431 -4.744 1.365
O 2.408 1.307 -8.232
H -1.698 0.828 2.078
H 0.579 4.109 9.531
H -7.593 3.115 3.567
H 2.176 3.560 -7.432
Si 2.617 0.577 -3.302
N -3.207 4.572 4.306
H -2.063 -0.735 5.652
H 8.322 -2.674 4.307
H 1.304 -7.120 -7.063
H -5.041 -0.093 0.660
H -4.240 -2.652 -4.057
C -3.589 -1.802 1.002
H 5.293 3.749 4.150
H 2.305 -1.441 -1.681
O 3.558 -1.649 2.314
O 3.191 2.113 -10.090
H -0.853 -2.918 1.798
H -1.887 -3.342 -2.026
O 5.124 2.231 6.054
N 4.663 2.333 7.181
C 1.368 -6.938 -8.135
O 4.328 1.406 7.900
H -2.121 3.573 5.787
H -6.507 4.508 3.867
H 3.188 0.059 4.757
C 7.549 -2.087 3.816
O 3.032 0.455 2.196
N -3.750 5.386 8.859
O -0.304 5.898 -5.433
H -3.969 -3.500 -1.095
C -4.398 4.998 10.140
O -0.873 -6.387 -8.270
H -0.704 1.720 0.440
O -2.822 5.439 3.542
H -5.399 -3.465 -2.232
H -4.618 -0.790 3.562
C 4.523 4.339 3.657
H 4.840 -0.249 -9.324
H -6.281 -1.782 -0.701
N 0.266 -6.009 -8.497
N 2.741 2.228 -8.964
H -2.816 -4.524 -3.130
C 0.347 0.763 -1.956
N -3.356 0.024 -0.704
H -2.946 -3.386 -7.667
C -7.462 4.048 4.114
N 4.842 5.781 3.822
H -2.545 -4.552 0.271
H 3.550 4.163 4.116
O 3.572 -2.450 -7.389
H -1.998 -3.397 -9.195
O 1.526 4.903 -4.821
O -4.047 3.720 4.053
H 2.197 -5.947 -2.825
O -0.497 -1.472 3.760
H 7.525 -2.296 2.747
O 2.700 -6.741 -0.291
H 4.195 2.455 -2.529
C -1.051 1.531 -1.682
H -1.565 -4.925 1.775
H -2.787 -0.701 -1.196
C -2.977 0.384 4.461
C -2.607 4.541 5.665
H -0.170 -0.739 1.503
H 0.916 0.682 -0.954
O 5.851 6.064 4.444
C 3.117 -4.365 0.323
O 2.889 5.283 9.729
H 4.387 -1.253 4.531
C 4.496 3.710 7.712
N 7.865 -0.644 3.983
H -5.432 -0.786 -1.979
N 3.491 -0.521 2.771
C -2.422 0.644 0.233
H -0.975 -5.785 -3.004
O -4.428 6.020 8.069
H -2.754 -2.231 0.315
H -3.681 4.442 10.741
H 4.500 4.128 2.588
O 8.873 -0.361 4.602
H -0.545 5.830 -2.852
C 2.631 -0.439 -4.957
C -3.632 -2.444 -3.108
H -1.613 -3.673 -5.186
C 0.117 -3.842 -3.665
C -1.974 -3.205 -8.124
H 0.360 5.846 9.940
C 4.109 1.807 -3.463
O -9.698 4.589 3.914
H 6.578 -2.266 4.276
C 4.023 -0.599 -8.696
H -1.204 -3.804 -7.643
C -4.544 -2.816 -1.801
H 0.043 5.268 8.275
H -5.261 4.380 9.898
O 5.482 -2.382 -8.423
N -4.361 -2.958 1.472
N 0.374 5.265 -4.644
C -3.615 -3.960 2.220
H 0.452 4.345 -2.750
O 7.085 0.154 3.484
N -8.557 4.965 3.703
O 1.104 1.381 -3.010
H 3.857 0.079 -7.867
H -0.869 2.639 -1.921
O -8.238 6.022 3.187
H 3.118 -0.737 -9.282
C 0.648 5.134 9.169
H -1.131 -2.058 -4.271
C 4.013 -0.307 4.146
H -5.986 -3.209 2.953
*
```

---

No. 3
The following is a DFT calculation (the ωB97M-V functional and the def2-TZVPD basis) of a cluster of 11 separate species, C37H88O25S7 in total in a non-equilibrium geometry.

Calculated values
Energy relative to the best compared isomer or geometry (same formula, charge and spin) (eV): 0.0000
E_tot (Ha): -6130.5856
HOMO level (eV): -9.124
SMILES: CCOS(C)(=O)=O.CCOS(C)(=O)=O.CCOS(C)(=O)=O.CCOS(C)(=O)=O.CCOS(C)(=O)=O.CCOS(C)(=O)=O.CCOS(C)(=O)=O.C1CCOC1.C1CCOC1.C1CCOC1.C1CCOC1

Geometry as ORCA input:
```
! wB97M-V def2-TZVPD RIJCOSX def2/J DEFGRID3
* xyz 0 1
H 31.398 -22.779 18.614
H 34.490 -15.663 15.427
C 37.083 -27.000 16.836
C 36.161 -22.498 18.186
C 38.574 -26.965 16.722
H 40.162 -23.893 18.819
H 36.751 -27.964 16.450
C 35.776 -18.043 20.833
H 40.862 -20.287 13.780
C 37.887 -25.863 13.264
H 36.400 -18.845 21.228
H 39.398 -24.340 14.263
H 30.332 -26.667 20.992
C 44.456 -21.428 18.451
H 33.549 -20.495 20.855
H 39.701 -24.961 12.705
H 45.704 -22.826 16.284
H 33.418 -22.151 19.305
O 38.277 -21.558 17.643
H 45.410 -20.910 18.551
H 37.821 -20.536 10.463
C 37.291 -22.438 17.137
H 34.306 -24.143 12.200
H 34.696 -20.243 16.075
H 38.352 -18.404 12.544
H 40.528 -16.235 21.435
H 43.905 -18.181 15.349
H 36.502 -19.904 12.406
O 35.057 -27.358 19.553
C 31.466 -20.867 20.716
H 41.217 -23.496 17.343
H 37.159 -17.166 12.509
H 31.489 -17.905 18.643
C 44.035 -21.560 16.968
C 34.009 -20.576 15.297
H 32.725 -19.329 19.748
H 36.686 -16.593 14.604
C 38.353 -16.173 20.947
C 41.565 -19.476 13.588
H 35.497 -17.239 21.513
H 33.344 -20.877 18.066
H 43.182 -20.755 13.644
H 31.137 -26.118 22.461
H 43.869 -20.718 19.034
O 44.412 -23.700 17.776
S 33.567 -19.034 14.468
O 39.153 -16.916 14.560
O 37.077 -22.782 13.835
S 33.958 -26.396 19.269
H 29.989 -25.110 21.504
C 42.909 -19.897 13.029
H 42.317 -19.570 15.610
H 39.110 -17.693 10.505
O 34.733 -18.154 14.562
H 42.964 -20.162 11.973
H 37.704 -15.346 20.657
H 41.271 -18.097 15.302
O 43.766 -18.844 13.332
H 35.293 -14.546 14.267
O 36.239 -16.144 18.944
O 37.726 -14.872 15.138
H 39.729 -14.642 21.446
C 32.760 -20.354 20.116
O 33.027 -19.319 13.124
C 44.694 -22.910 18.914
H 37.000 -22.091 16.145
C 32.876 -27.164 18.026
H 32.447 -24.508 21.037
S 36.178 -23.863 13.470
H 33.463 -27.619 17.227
H 32.337 -26.326 17.584
C 43.302 -18.087 14.445
H 35.395 -23.202 17.863
H 32.270 -27.906 18.544
H 45.719 -23.085 19.238
H 30.898 -20.281 21.439
H 44.151 -23.286 15.727
H 43.079 -17.040 14.242
C 39.483 -15.771 16.949
H 37.673 -20.238 15.054
H 32.978 -17.124 16.793
H 38.895 -26.877 15.684
H 39.218 -19.248 14.939
H 31.634 -24.940 19.660
C 31.926 -25.370 20.618
H 40.049 -15.467 19.887
C 39.260 -25.239 13.662
C 30.820 -25.814 21.463
C 39.792 -15.604 20.937
H 30.544 -17.559 17.080
S 39.460 -21.061 16.604
C 32.568 -18.133 16.819
C 44.662 -22.876 16.598
C 37.537 -18.012 11.935
H 36.674 -16.237 16.294
H 36.892 -26.957 17.908
H 34.517 -22.444 12.452
C 37.110 -19.727 10.297
S 39.266 -15.589 15.166
H 40.491 -16.098 17.203
C 36.615 -15.768 15.313
O 34.236 -25.012 18.924
O 39.114 -25.876 17.417
C 38.025 -17.625 10.589
C 41.023 -24.142 18.199
O 37.564 -18.584 9.678
H 39.321 -14.788 17.391
C 35.036 -23.338 12.106
H 42.952 -21.475 16.873
O 32.882 -26.428 20.540
O 41.074 -26.766 18.733
O 35.490 -24.633 14.519
O 41.380 -26.083 16.307
H 35.599 -18.787 11.390
S 40.762 -25.860 17.624
H 38.099 -26.708 12.610
H 37.342 -26.312 14.094
H 37.978 -16.447 21.933
H 34.484 -21.299 14.634
H 35.724 -21.511 18.341
O 37.038 -24.988 12.529
C 31.461 -21.692 18.563
C 36.600 -19.149 11.626
H 38.116 -19.004 16.204
H 41.907 -24.296 18.819
C 31.264 -18.180 17.612
H 36.530 -22.870 19.142
H 37.672 -23.443 16.958
C 35.339 -15.001 15.257
O 39.876 -22.215 15.827
H 38.887 -27.916 17.153
C 42.003 -18.800 14.905
H 31.142 -21.376 17.570
H 34.843 -18.448 20.440
C 38.523 -19.796 15.575
H 37.884 -16.570 10.357
C 32.849 -21.295 18.943
O 30.625 -21.206 19.584
H 36.591 -26.126 16.408
O 36.865 -18.578 18.407
O 40.237 -14.595 14.719
H 39.878 -26.035 14.078
H 36.272 -20.020 9.665
H 38.780 -16.530 17.291
O 32.342 -18.585 15.484
H 44.039 -23.082 19.769
H 31.648 -21.772 21.294
H 44.412 -20.698 16.417
H 33.090 -20.887 15.794
H 31.012 -19.238 17.687
O 38.290 -17.238 20.082
H 41.098 -18.718 12.959
H 35.527 -23.268 11.135
H 33.248 -18.700 17.455
O 40.479 -20.358 17.423
H 35.422 -14.097 15.860
S 36.761 -17.450 19.365
*
```